Record 1
{
  "formula": "C22H27CoN6OS",
  "method": "ωB97M-V/def2-TZVPD",
  "molar_mass_g_mol": 482.50,
  "total_charge": 2,
  "homo_lumo_gap_ev": [7.591, 7.589],
  "species": ["Co", "C", "C", "N", "C", "S", "N", "N", "C", "C", "C", "C", "C", "C", "C", "N", "H", "H", "H", "H", "H", "H", "H", "H", "H", "H", "H", "H", "H", "O", "C", "C", "C", "C", "C", "C", "N", "H", "H", "H", "H", "H", "H", "H", "N", "C", "C", "C", "C", "C", "C", "H", "H", "H", "H", "H", "H", "H"],
  "coordinates": [[0.36904, 0.34509, 0.08477], [-0.78397, -4.29076, 3.05452], [0.40842, -3.66298, 3.74850], [1.00059, -2.46058, 3.12220], [0.47813, -1.57982, 2.28161], [1.41447, -0.13457, 1.92641], [-0.68521, -1.71399, 1.66375], [-0.94977, -0.55048, 0.98876], [-2.12598, -0.02726, 1.08965], [-3.28657, -0.68615, 1.73039], [-2.13434, 1.38773, 0.68562], [-3.24509, 2.21550, 0.74049], [-3.08640, 3.56489, 0.45566], [-1.82735, 4.03519, 0.12007], [-0.76666, 3.14698, 0.07388], [-0.90259, 1.85572, 0.35756], [-1.00486, -5.22663, 3.56686], [-0.57282, -4.52333, 2.01366], [-1.66874, -3.66424, 3.10247], [1.21911, -4.39221, 3.79035], [0.15314, -3.40332, 4.77952], [1.89416, -2.19527, 3.50788], [-3.16952, -1.76622, 1.71742], [-4.20444, -0.40752, 1.21760], [-3.37094, -0.36361, 2.77077], [-4.21055, 1.81701, 1.01112], [-3.93104, 4.23715, 0.49998], [-1.65616, 5.07865, -0.09824], [0.22892, 3.47958, -0.18321], [1.96695, 1.77733, -0.16571], [2.49576, 1.94237, -1.48286], [1.34629, 1.70210, -2.43665], [1.35024, 2.22217, -3.72081], [0.28183, 1.95039, -4.56212], [-0.76138, 1.17176, -4.08465], [-0.68970, 0.68945, -2.79170], [0.34281, 0.93723, -1.97774], [2.64864, 1.85814, 0.51336], [3.30928, 1.23029, -1.65465], [2.88819, 2.95499, -1.59770], [2.17927, 2.83381, -4.04767], [0.26344, 2.34593, -5.56774], [-1.61911, 0.93735, -4.69772], [-1.48971, 0.08014, -2.38405], [1.16335, -1.34910, -0.65331], [0.44356, -2.04137, -1.71411], [-0.76222, -2.68442, -1.47551], [-1.40849, -3.30232, -2.53824], [-0.86034, -3.28348, -3.81204], [0.35900, -2.65745, -4.03316], [1.01249, -2.03536, -2.98450], [2.08269, -1.13815, -1.04017], [1.35985, -2.01393, 0.09406], [-1.17936, -2.73940, -0.47880], [-2.34287, -3.81608, -2.35977], [-1.37201, -3.77396, -4.62769], [0.80652, -2.66129, -5.01705], [1.96800, -1.55299, -3.15697]],
  "forces_ev_per_angstrom": [[1.17, 0.81, -0.92], [0.02, 0.03, 0.00], [0.01, -0.07, 0.15], [0.01, -0.10, -0.03], [-0.75, -0.01, -0.45], [0.20, 0.39, 0.74], [0.52, -0.39, 0.43], [-1.11, -0.43, -0.01], [0.36, 0.26, -0.07], [0.02, -0.12, 0.09], [0.02, 0.12, -0.22], [0.22, -0.15, -0.05], [0.16, 0.01, -0.04], [-0.14, -0.01, 0.03], [0.23, 0.03, -0.02], [-0.23, -0.17, 0.35], [0.01, 0.01, 0.01], [0.02, -0.01, -0.08], [-0.02, 0.04, -0.01], [-0.01, 0.06, 0.03], [-0.01, -0.01, -0.06], [0.03, -0.04, -0.03], [0.00, 0.03, 0.00], [-0.05, -0.01, -0.01], [-0.01, 0.01, 0.03], [-0.03, -0.03, 0.01], [-0.03, 0.02, 0.00], [0.00, 0.02, -0.01], [0.01, -0.01, 0.01], [-0.39, -0.38, 0.02], [-0.08, 0.08, -0.20], [0.15, -0.11, 0.15], [0.01, -0.07, 0.10], [0.03, -0.04, 0.11], [0.04, -0.03, 0.05], [-0.20, -0.02, -0.03], [-0.42, 0.16, 0.15], [0.10, -0.05, -0.08], [-0.03, 0.03, -0.06], [0.00, -0.07, -0.04], [0.02, 0.03, -0.02], [-0.01, 0.02, -0.03], [-0.01, 0.00, -0.01], [0.07, -0.01, -0.03], [0.35, -0.16, 0.06], [0.01, 0.03, -0.39], [0.12, 0.07, 0.00], [-0.03, -0.03, -0.01], [-0.01, -0.01, -0.01], [-0.05, -0.02, -0.01], [-0.16, -0.02, 0.17], [0.00, 0.15, 0.15], [-0.14, 0.12, 0.08], [0.03, 0.05, 0.03], [-0.02, -0.02, -0.01], [-0.01, -0.01, -0.02], [0.00, -0.01, -0.03], [0.04, 0.04, 0.02]],
  "nbo_charge": [1.025, -0.618, -0.214, -0.552, 0.300, -0.052, -0.449, -0.203, 0.308, -0.685, 0.139, -0.196, -0.107, -0.218, 0.086, -0.441, 0.243, 0.214, 0.219, 0.220, 0.215, 0.418, 0.269, 0.248, 0.270, 0.251, 0.255, 0.257, 0.224, -0.731, -0.100, 0.186, -0.226, -0.123, -0.183, 0.054, -0.538, 0.529, 0.208, 0.224, 0.249, 0.253, 0.246, 0.221, -0.776, 0.184, -0.285, -0.169, -0.194, -0.182, -0.260, 0.403, 0.419, 0.239, 0.235, 0.242, 0.239, 0.213]
}

Record 2
{
  "formula": "C5H7N",
  "method": "ωB97M-V/def2-TZVPD",
  "molar_mass_g_mol": 81.12,
  "total_charge": 0,
  "homo_lumo_gap_ev": 11.833,
  "smiles": "N#CCC1CC1",
  "species": ["N", "C", "C", "C", "C", "C", "H", "H", "H", "H", "H", "H", "H"],
  "coordinates": [[2.75384, -0.76153, 1.22012], [2.15734, -0.01869, 0.56765], [1.16744, 0.23256, -0.47917], [-0.17772, 0.58975, 0.09915], [-1.03654, -0.48394, 0.70340], [-1.41010, 0.13094, -0.61629], [1.11809, -0.75978, -0.94677], [1.52957, 0.93788, -1.22727], [-0.20769, 1.55915, 0.58908], [-1.62679, -0.22421, 1.57690], [-0.66850, -1.50841, 0.71044], [-1.27875, -0.48127, -1.50582], [-2.25240, 0.81242, -0.66175]],
  "forces_ev_per_angstrom": [[0.23, 1.07, 0.28], [0.29, -1.72, 0.16], [-0.11, -0.03, -0.18], [0.01, 0.18, 0.03], [-0.02, -0.10, 0.16], [-0.18, 0.06, -0.19], [-0.19, 0.29, -0.21], [-0.11, 0.11, 0.10], [-0.08, -0.09, -0.11], [0.10, -0.02, -0.15], [0.01, 0.24, -0.06], [0.01, 0.14, 0.15], [0.06, -0.13, 0.03]],
  "nbo_charge": [-0.311, 0.273, -0.497, -0.226, -0.414, -0.415, 0.246, 0.244, 0.222, 0.223, 0.220, 0.214, 0.221]
}

Record 3
{
  "formula": "C3H10NO3",
  "method": "ωB97M-V/def2-TZVPD",
  "molar_mass_g_mol": 108.12,
  "total_charge": 1,
  "homo_lumo_gap_ev": 11.009,
  "species": ["O", "C", "C", "C", "O", "N", "H", "H", "H", "H", "H", "H", "H", "H", "H", "H", "O"],
  "coordinates": [[2.54241, 0.38881, -0.88441], [1.57020, -0.07246, -1.44130], [0.38583, -0.39749, -0.52518], [-0.92244, 0.26779, -1.04220], [-1.14264, -0.13074, -2.36809], [0.72742, -0.01326, 0.87110], [1.68556, -0.24561, -2.51838], [0.42095, -1.49512, -0.51998], [-0.92205, 1.34252, -0.83092], [-1.75054, -0.13051, -0.44834], [-0.85596, 0.59904, -2.94209], [0.67510, 0.99957, 1.00070], [0.07353, -0.56530, 1.47132], [1.71960, -0.23808, 1.02667], [-0.92998, -0.21593, 3.67747], [-2.12904, -0.01941, 2.73465], [-1.14795, -0.07383, 2.73898]],
  "forces_ev_per_angstrom": [[0.03, 0.02, -0.09], [1.50, 0.88, 1.24], [0.36, -0.14, -1.60], [-0.28, -1.34, 1.06], [0.42, 0.97, -0.10], [0.25, -0.55, -0.76], [-1.00, -0.32, -0.01], [-0.92, 0.07, -0.13], [0.28, 0.06, -0.44], [-0.03, 0.02, -0.02], [-0.26, -0.44, -0.05], [-0.41, -0.15, 0.33], [0.40, 1.11, 0.34], [-0.14, -0.08, 0.02], [-0.07, 0.06, -0.39], [0.84, -0.07, -0.06], [-0.96, -0.09, 0.64]],
  "nbo_charge": [-0.514, 0.398, -0.172, -0.076, -0.679, -0.688, 0.195, 0.245, 0.190, 0.197, 0.487, 0.445, 0.485, 0.461, 0.505, 0.509, -0.987]
}

Record 4
{
  "formula": "CuI",
  "method": "ωB97M-V/def2-TZVPD",
  "molar_mass_g_mol": 190.45,
  "total_charge": 0,
  "homo_lumo_gap_ev": 6.555,
  "species": ["Cu", "I"],
  "coordinates": [[-1.36403, 0.04920, -0.49259], [1.36403, -0.04920, 0.49259]],
  "forces_ev_per_angstrom": [[1.93, -0.07, 0.70], [-1.93, 0.07, -0.70]],
  "nbo_charge": [0.693, -0.693]
}

Record 5
{
  "formula": "C3H7N3O3S2",
  "method": "ωB97M-V/def2-TZVPD",
  "molar_mass_g_mol": 197.24,
  "total_charge": 0,
  "homo_lumo_gap_ev": 9.322,
  "species": ["C", "C", "C", "N", "N", "N", "O", "O", "O", "S", "S", "H", "H", "H", "H", "H", "H", "H"],
  "coordinates": [[-0.91071, 1.46410, -1.29930], [-0.46982, 2.25117, -0.26294], [0.31216, -0.02466, -0.06473], [-0.46910, 0.21629, -1.15607], [-0.65412, -0.13995, 2.85512], [-0.75551, -0.78448, -2.12389], [2.81493, -0.30406, -0.38245], [1.64533, -1.70586, 1.25227], [1.45865, -2.21117, -1.08797], [0.48729, 1.34230, 0.84572], [1.74018, -1.24641, -0.07629], [-1.61395, 1.89439, -2.10081], [-0.62503, 3.24577, -0.14765], [-0.95418, -0.47897, 3.73480], [-1.26432, -0.60457, 2.19410], [0.23798, -0.72757, 2.89547], [-0.30974, -1.66983, -2.01649], [-0.67004, -0.51647, -3.05888]],
  "forces_ev_per_angstrom": [[-1.45, 3.10, -0.06], [0.76, -3.15, -0.47], [0.05, -0.26, -2.35], [1.28, -2.87, -0.67], [2.05, -1.35, 0.37], [-1.51, 0.32, 1.57], [-0.98, -0.88, 0.24], [0.21, -0.76, 2.21], [-0.53, -0.53, -0.91], [-0.47, 1.27, -0.55], [0.92, 1.93, -0.84], [1.32, -1.44, 1.19], [-0.62, 2.68, 0.44], [-1.27, 0.13, 1.45], [0.04, -0.20, -0.22], [-1.07, 1.04, -1.12], [0.86, -0.31, 1.03], [0.39, 1.30, -1.32]],
  "nbo_charge": [-0.048, -0.421, -0.330, -0.141, -1.087, -0.632, -0.951, -0.985, -0.984, 0.723, 2.458, 0.258, 0.240, 0.357, 0.355, 0.388, 0.426, 0.375]
}

Energy above the lowest of the compared OMol25 structures with the same formula, charge and spin, record by record: 143.16 133.13 200.52 26.62 23.60 kJ/mol